[1]
Computed, not measured: the ion C10H13INO with charge +1 at a distorted geometry, with ωB97M-V with the def2-TZVPD basis set.

Positions of all 26 atoms, in Å:
C -1.153 -3.614 -0.702
C -1.638 -3.129 0.530
C 0.028 -3.084 -1.172
C -1.045 -2.088 1.130
C 0.656 -2.073 -0.563
C 0.957 2.184 -0.687
C -0.586 2.342 -0.416
C 1.663 1.630 0.562
C -1.138 0.974 -0.382
C 0.506 -0.302 1.088
N 0.110 -1.555 0.674
O 1.578 0.211 0.466
I -3.117 0.490 0.101
H -1.555 -4.372 -1.452
H -2.492 -3.452 1.080
H 0.303 -3.472 -2.213
H -1.278 -1.684 2.130
H 1.410 -1.563 -0.980
H 1.114 1.421 -1.431
H 1.417 3.159 -0.927
H -0.669 2.866 0.518
H -1.077 2.956 -1.269
H 2.711 1.811 0.602
H 1.218 2.041 1.429
H -1.044 0.288 -1.147
H 0.231 0.161 1.962

Net charge   +1
Relative energy (zero: lowest compared OMol25 entry of this formula, charge and spin)   2.793 eV
Multiplicity   1
HOMO energy (alpha / beta)   -11.552 / -11.398 eV

[2]
Computed, not measured: a cluster of 3 separate species, CH6O3 in total at a distorted geometry, with ωB97M-V with the def2-TZVPD basis set.

Positions of all 10 atoms, in Å:
C 0.371 -0.935 -1.040
O 1.069 -1.246 -1.966
H -0.759 -0.523 -1.249
H 0.758 -0.749 -0.098
O 0.028 -0.783 1.747
H 0.852 -0.464 2.135
H -0.505 -0.897 2.578
O -1.230 2.475 0.424
H -0.702 1.858 -0.029
H -0.801 2.821 1.266

Net charge   0
Relative energy (zero: lowest compared OMol25 entry of this formula, charge and spin)   0.814 eV
Multiplicity   1
Structure (SMILES)   C=O.O.O
HOMO energy   -9.861 eV

[3]
Computed, not measured: the ion C4H4NO with charge +1 at a distorted geometry, with ωB97M-V with the def2-TZVPD basis set.

Positions of all 10 atoms, in Å:
C -1.378 1.094 0.257
C -1.666 -0.113 -0.035
O -1.124 -1.244 -0.291
C 0.318 -1.059 0.186
N 0.724 0.298 -0.027
C -0.084 1.408 -0.158
H 0.788 -1.779 -0.427
H 0.573 -1.319 1.323
H 1.723 0.327 -0.383
H 0.127 2.387 -0.444

Net charge   +1
Relative energy (zero: lowest compared OMol25 entry of this formula, charge and spin)   3.161 eV
Multiplicity   1
Structure (SMILES)   C1#COC[NH+]=C1
HOMO energy   -15.423 eV

[4]
Computed, not measured: a cluster of 2 separate species, C20H21ClN2O3 in total at a distorted geometry, with ωB97M-V with the def2-TZVPD basis set.

Positions of all 47 atoms, in Å:
C 4.185 2.436 -3.961
C 3.370 1.477 -3.109
C 2.908 0.197 -3.695
C 2.395 -0.678 -2.986
C 2.146 -0.281 -1.720
C 2.689 0.730 -1.109
C 3.429 1.663 -1.830
H 3.436 2.621 -1.520
H 2.360 0.875 -0.160
C 1.556 -1.514 -0.761
O 2.174 -2.330 -0.011
N 0.204 -1.901 -1.165
C -0.431 -2.553 -0.168
H -1.030 -3.564 -0.729
C -1.469 -1.922 0.677
N -2.192 -1.291 -0.041
C -1.520 -0.179 -0.824
C -0.547 -1.064 -1.788
H -1.372 -1.782 -2.427
H -0.027 -0.463 -2.397
H -1.069 0.469 -0.402
H -2.219 0.057 -1.529
C -3.449 -0.769 0.692
C -2.886 0.286 1.708
C -3.149 1.716 1.081
C -2.513 2.757 2.155
C -1.995 2.540 3.399
C -2.307 0.939 3.780
C -2.506 0.023 2.970
H -2.676 -0.947 3.380
O -1.864 0.891 5.057
C -1.445 2.339 5.377
O -1.623 3.112 4.425
H -0.269 2.389 5.751
H -1.952 2.635 6.319
H -2.479 3.597 1.805
H -3.338 2.097 0.166
H -3.961 -0.365 0.101
H -3.942 -1.504 1.195
H -0.754 -1.518 1.379
H -1.876 -2.689 1.543
H 0.502 -3.502 0.484
Cl 2.045 -2.228 -3.796
H 3.369 0.120 -4.838
H 5.220 2.351 -4.027
H 3.780 3.562 -3.645
H 3.999 2.410 -5.007

Net charge   0
Relative energy (zero: lowest compared OMol25 entry of this formula, charge and spin)   21.477 eV
Multiplicity   1
HOMO energy   -7.532 eV

[5]
Computed, not measured: a structure of composition C12H8BrNO2S4SbSeTi, with ωB97M-V with the def2-TZVPD basis set.

Positions of all 31 atoms, in Å:
Ti -1.218 0.954 -0.220
S -3.024 1.579 -1.574
Sb -2.947 3.174 0.218
S -0.542 3.178 0.065
S -2.935 1.516 1.797
S -4.067 5.086 0.113
Br 2.511 -1.149 2.441
C 0.985 -2.191 2.831
C 1.157 -3.253 3.711
C 0.093 -4.083 4.017
C -1.150 -3.867 3.437
C -1.313 -2.818 2.554
C -0.257 -1.959 2.247
C -0.561 -0.840 1.318
O 0.044 0.258 1.329
O -1.521 -0.973 0.489
H 2.132 -3.422 4.147
H 0.242 -4.902 4.708
H -1.987 -4.512 3.669
H -2.268 -2.627 2.083
Se 0.110 -0.257 -1.975
C 0.977 1.122 -2.963
C 0.287 2.184 -3.538
C 0.991 3.113 -4.287
N 2.304 3.063 -4.506
C 2.954 2.043 -3.948
C 2.351 1.063 -3.178
H -0.780 2.295 -3.390
H 0.462 3.950 -4.731
H 4.025 2.007 -4.120
H 2.945 0.269 -2.745

Net charge   -1
Relative energy (zero: lowest compared OMol25 entry of this formula, charge and spin)   0.000 eV
Multiplicity   1
HOMO energy   -5.396 eV

[6]
Computed, not measured: a structure of composition C27H32NO5PV at a distorted geometry, with ωB97M-V with the def2-TZVPD basis set.

Positions of all 67 atoms, in Å:
V -0.148 0.136 -0.146
C 1.169 -2.675 0.105
C 1.492 -2.130 -1.271
O 1.470 -0.684 -1.288
C 2.715 0.023 -1.150
C 3.069 0.119 0.312
O 1.881 0.583 0.977
C 1.897 0.370 2.396
C 0.536 0.769 2.924
O -0.509 0.231 2.096
C -1.072 -1.026 2.513
C -0.233 -2.183 2.017
O 0.101 -1.880 0.650
H 2.013 -2.629 0.798
H 0.849 -3.716 0.020
H 0.749 -2.433 -2.006
H 2.468 -2.478 -1.611
H 2.523 1.007 -1.579
H 3.489 -0.461 -1.745
H 3.896 0.813 0.473
H 3.347 -0.849 0.733
H 2.674 0.981 2.860
H 2.129 -0.681 2.583
H 0.401 1.848 2.908
H 0.406 0.428 3.952
H -2.070 -1.051 2.084
H -1.184 -1.052 3.598
H -0.797 -3.117 2.062
H 0.695 -2.312 2.577
O 0.298 2.955 0.568
N -0.490 2.183 -0.316
C -1.470 2.890 -0.735
C -2.529 2.510 -1.687
C -3.368 3.588 -1.984
C -4.380 3.478 -2.927
C -4.543 2.281 -3.596
C -3.714 1.203 -3.307
C -2.712 1.280 -2.351
P -1.727 -0.231 -2.025
C -0.832 -0.493 -3.582
C -0.537 -1.771 -4.054
C 0.248 -1.936 -5.189
C 0.749 -0.828 -5.856
C 0.467 0.449 -5.384
C -0.313 0.616 -4.250
C -2.940 -1.569 -1.872
C -3.584 -2.148 -2.969
C -4.563 -3.110 -2.787
C -4.921 -3.506 -1.503
C -4.296 -2.936 -0.405
C -3.311 -1.977 -0.595
H 1.129 2.459 0.633
H -1.501 3.912 -0.370
H -3.220 4.531 -1.473
H -5.021 4.322 -3.137
H -5.316 2.174 -4.345
H -3.875 0.279 -3.847
H -0.927 -2.648 -3.553
H 0.452 -2.933 -5.555
H 1.349 -0.956 -6.747
H 0.844 1.317 -5.907
H -0.535 1.623 -3.913
H -3.324 -1.857 -3.979
H -5.051 -3.548 -3.647
H -5.689 -4.254 -1.362
H -4.578 -3.232 0.597
H -2.845 -1.534 0.276

Net charge   +2
Multiplicity   4
HOMO energy (alpha / beta)   -13.993 / -14.178 eV

Results for calculated total energy: -816.139252; -267.357367; -284.339902; -1569.422265; -8325.509969; -2763.834442 (in Ha, following the order of the records).